1.
A molecular structure, C17H19BN6O3Pd at a distorted geometry. Source: the OMol25 dataset; level of theory: ωB97M-V/def2-TZVPD.

Geometry as ORCA input:
```
! RIJCOSX wB97M-V def2-TZVPD def2/J DEFGRID3
* xyz 2 5
N -0.968 -0.890 -2.333
C -2.461 -1.466 -0.174
C -1.897 1.226 4.305
C -0.958 0.565 6.431
H 2.003 -0.453 -0.614
N 2.429 -0.824 -2.612
O -2.800 1.938 3.623
C 4.189 -2.135 -2.226
C -0.056 -0.275 5.764
C -1.868 1.324 5.710
Pd -0.612 -0.871 -0.496
C 3.663 -1.727 -0.998
H -0.245 -0.383 -5.473
C -2.180 -1.091 -2.917
H -2.625 -2.390 -0.741
H -2.579 1.994 6.190
C 3.388 -1.556 -3.210
H 1.661 0.659 -4.180
H 5.033 -2.770 -2.393
B 1.329 0.116 -3.158
C 0.911 3.127 -0.972
N -0.068 -0.553 -3.370
H 0.639 -0.998 3.827
H -2.604 -1.640 0.898
N 1.102 1.226 -2.090
H 3.436 -1.618 -4.284
H 0.654 -0.868 6.338
C -1.074 0.241 2.127
C -2.069 -0.932 -4.295
C -0.986 0.367 3.625
H 0.991 4.157 -0.679
H 1.984 2.943 -2.951
O -0.195 -0.512 1.558
C -0.739 -0.601 -4.540
H -2.870 -1.043 -5.003
N 0.392 0.953 -0.933
H -3.071 -1.322 -2.349
O -1.999 0.855 1.506
C -0.063 -0.361 4.368
H -3.104 -0.638 -0.482
N 2.613 -0.939 -1.264
H -0.329 2.183 0.651
H 3.943 -1.950 0.022
H -2.665 1.648 2.649
H -0.958 0.635 7.520
C 0.256 2.114 -0.257
C 1.425 2.535 -2.119
*
```

The value obtained for the energy relative to the best compared isomer or geometry (same formula, charge and spin) is 133.6 kJ/mol. As for the molecular weight: 472.61 u. As for the largest force on an atom: 4.4 eV/Å. As for the expectation value of S²: 6.04. The calculation puts the total energy at -1365.50534 Eh. Its HOMO energy (alpha / beta) is -12.7 / -15.2 eV. For the HOMO-LUMO gap (alpha / beta), the calculation gives 7.04 / 5.81 eV.



2.
3 unconnected molecules or ions with the total composition C17H19BrF9O7P at a distorted geometry. Source: the OMol25 dataset; level of theory: ωB97M-V/def2-TZVPD.

Geometry as ORCA input:
```
! RIJCOSX wB97M-V def2-TZVPD def2/J DEFGRID3
* xyz 0 1
C 0.243 -1.142 1.612
H 3.120 -3.843 2.411
O 3.917 -4.200 2.826
F -4.059 -1.177 2.492
C 0.519 2.607 -0.014
C 0.935 1.128 0.455
H 2.908 5.748 -5.558
F -3.149 -0.852 -0.346
H -0.594 -2.029 -0.285
H 4.659 -5.668 0.722
O 1.306 3.563 -0.018
C 2.518 5.452 -4.581
O 2.690 0.038 -1.379
Br -1.318 3.921 -2.041
H 1.209 -1.773 -0.352
C -4.411 -0.443 0.111
F -3.979 3.371 -0.369
O 1.076 6.102 -2.761
H 2.975 -5.972 3.271
C -0.427 -4.175 1.232
C -4.558 1.141 0.344
H 1.210 -1.114 2.232
F -4.954 -2.691 1.038
O -1.614 -3.843 1.114
H 1.831 5.985 -2.170
C 0.362 -2.127 0.338
C -3.476 2.036 -0.409
H 3.096 -0.561 0.901
F -4.722 1.482 1.714
H -0.200 -5.151 1.788
H 2.096 7.465 -3.913
C -1.005 2.724 -0.528
H 3.618 1.643 0.133
C -2.001 1.953 0.143
F -5.329 -0.800 -0.919
F -5.813 1.489 -0.245
H 3.360 5.288 -3.902
H 2.001 4.494 -4.684
F -3.483 1.590 -1.768
O -2.010 0.920 2.448
C 3.786 -6.034 1.267
C 1.581 6.507 -4.028
C -4.887 -1.321 1.386
H 4.745 -6.031 3.197
H -0.615 -1.539 2.249
C 3.854 -5.618 2.722
P 2.685 0.540 0.087
C -0.060 0.344 1.110
H 2.904 -5.603 0.783
H 0.731 6.651 -4.698
F -6.221 -0.939 1.622
O 0.685 -3.488 0.706
H 3.742 -7.121 1.172
C -1.476 1.073 1.341
*
```

As for the molecular weight: 617.19 u. As for the largest force on an atom: 4.8 eV/Å. The calculation puts the total energy at -4999.83971 Eh. Its HOMO energy is -10.3 eV. For the HOMO-LUMO gap, the calculation gives 8.15 eV.



3.
A molecular structure, C17H19CaNS at a distorted geometry. Source: the OMol25 dataset; level of theory: ωB97M-V/def2-TZVPD.

Geometry as ORCA input:
```
! RIJCOSX wB97M-V def2-TZVPD def2/J DEFGRID3
* xyz 0 1
C -1.739 -2.587 0.078
H 3.777 -2.752 -2.346
H -1.200 3.569 -0.424
H 3.815 -0.246 1.699
C 2.753 -0.767 -2.293
H 1.405 -3.910 -1.507
H 5.062 -0.262 -0.554
C -0.608 1.508 -0.335
H 1.334 -3.557 0.757
H 3.567 0.899 -1.044
N -0.974 0.231 -0.089
C -1.530 2.549 -0.224
C 2.273 -1.655 1.106
H 1.704 -0.364 -2.180
C -2.846 2.253 0.141
H 1.678 -0.715 0.950
C -3.217 0.930 0.367
C 3.607 -0.182 -1.215
S -4.098 -2.078 0.988
H 4.639 -1.993 -0.698
C -2.329 -3.840 0.300
C 1.900 -2.801 0.180
H -4.239 0.667 0.639
H 4.381 -1.930 1.646
H 2.305 -2.733 -3.260
C 3.745 -1.193 1.125
Ca 0.327 -1.664 -0.740
H -1.852 -4.800 0.116
C -2.264 -0.095 0.230
H 0.439 1.664 -0.623
C 4.219 -1.049 -0.314
C -2.554 -1.522 0.377
C 1.967 -3.013 -1.179
H -3.575 3.056 0.245
H 2.010 -1.973 2.125
C -3.638 -3.724 0.800
C 2.746 -2.351 -2.311
H 2.996 -0.415 -3.319
H -4.309 -4.535 1.054
*
```

The value obtained for the energy relative to the best compared isomer or geometry (same formula, charge and spin) is 9.2 kJ/mol. As for the molecular weight: 309.49 u. As for the largest force on an atom: 4.7 eV/Å. The calculation puts the total energy at -1789.50457 Eh. Its HOMO energy (alpha / beta) is -5.0 / -7.2 eV. For the HOMO-LUMO gap (alpha / beta), the calculation gives 5.14 / 7.44 eV.



4.
A molecular structure, C17H19Cl2CoN2O7. Source: the OMol25 dataset; level of theory: ωB97M-V/def2-TZVPD.

Geometry as ORCA input:
```
! RIJCOSX wB97M-V def2-TZVPD def2/J DEFGRID3
* xyz 1 2
N 0.343 -1.694 -0.795
N -0.145 0.471 -2.126
O -3.154 -0.783 2.349
C 1.042 -3.943 -0.506
H -2.707 1.019 -6.518
Cl -3.279 1.798 -0.849
O 0.275 -0.120 2.055
C 0.032 -0.632 -2.881
H -0.932 -0.416 -6.768
H 2.503 -5.742 -1.960
H -0.066 -1.547 -4.815
C 1.565 -0.326 2.547
H 4.312 0.345 1.036
C 0.833 -3.030 -2.699
C 0.635 -2.727 -0.003
Co -0.130 0.045 -0.146
H -2.842 1.679 1.460
H 1.783 0.284 3.429
H 0.807 -6.161 -2.244
C 0.419 -1.841 -2.124
O -1.779 -0.758 0.581
H 0.917 -3.132 -3.770
C -0.848 -0.603 2.794
C 2.495 0.083 1.427
C -0.804 0.596 -6.372
C 1.152 -4.104 -1.884
C -2.538 2.321 0.640
H -0.635 -1.585 3.228
C 1.585 -5.420 -2.463
C -2.057 -0.715 1.835
H 0.505 -2.563 1.057
O 1.776 -5.269 -3.851
Cl -0.724 2.243 0.561
H 2.024 -6.115 -4.233
C -0.572 0.540 -4.881
H -0.638 2.466 -2.110
C -0.183 -0.633 -4.248
O 3.764 0.081 1.791
C -0.731 1.675 -4.101
H 1.265 -4.755 0.173
H -1.088 0.090 3.601
O -1.870 1.448 -6.724
C -0.516 1.597 -2.739
H 0.086 1.017 -6.844
H -2.755 3.366 0.821
H 1.760 -1.373 2.811
H -1.043 2.609 -4.548
O 2.113 0.370 0.312
*
```

The value obtained for the energy relative to the best compared isomer or geometry (same formula, charge and spin) is 0.0 kJ/mol. As for the molecular weight: 493.19 u. As for the largest force on an atom: 0.4 eV/Å. As for the expectation value of S²: 0.76. The calculation puts the total energy at -3598.39543 Eh. Its HOMO energy (alpha / beta) is -11.8 / -11.9 eV. For the HOMO-LUMO gap (alpha / beta), the calculation gives 8.32 / 8.44 eV.